{
  "formula": "C9H9NO2S",
  "method": "ωB97M-V with the def2-TZVPD basis set",
  "orbital_gap_ev": 6.9,
  "total_charge": 0,
  "homo_ev": -6.97,
  "energy_ev": -25893.2565,
  "symbols": ["C", "C", "C", "C", "C", "C", "C", "C", "C", "N", "O", "O", "S", "H", "H", "H", "H", "H", "H", "H", "H", "H"],
  "coordinates": [[-0.562, -0.081, -3.415], [0.071, -0.403, -2.120], [-1.934, -0.105, -3.344], [-0.836, -0.701, -1.154], [-0.860, -1.135, 0.149], [0.596, 0.279, 1.092], [-1.888, -1.308, 1.131], [-0.022, -1.291, 2.758], [1.015, 1.449, 0.419], [-1.391, -1.191, 2.449], [-3.039, -1.716, 0.930], [0.773, -0.075, 2.301], [-2.534, -0.449, -1.781], [0.002, -0.082, -4.396], [1.073, -0.406, -1.919], [-2.617, 0.343, -4.058], [0.135, -1.170, 3.862], [0.393, -2.169, 2.240], [1.162, 2.164, 1.241], [0.441, 1.674, -0.598], [1.945, 1.203, 0.035], [-2.190, -1.037, 3.119]],
  "forces_ev_per_angstrom": [[0.613, -0.870, 0.026], [-3.006, 0.152, -1.744], [0.739, 1.021, -0.012], [-3.068, 0.529, -1.529], [3.117, 1.722, 3.241], [-4.648, -4.949, -0.463], [0.520, -1.021, -0.724], [-1.541, 0.144, 1.032], [-1.208, 1.240, -0.389], [-1.171, 0.368, 0.811], [0.770, 0.862, 0.211], [0.802, 1.456, -1.146], [1.223, -0.114, -0.074], [-0.682, 0.563, 1.420], [2.551, -0.235, 0.172], [0.101, -0.699, -0.264], [-0.081, -0.713, -1.122], [0.356, 0.607, 0.272], [-0.161, 0.743, -0.856], [0.508, -0.282, 2.508], [2.446, -0.330, -0.726], [1.819, -0.194, -0.641]]
}



{
  "formula": "C9H9NO6Pd",
  "method": "ωB97M-V with the def2-TZVPD basis set",
  "multiplicity": 3,
  "orbital_gap_ev": [9.1, 5.1],
  "total_charge": 2,
  "homo_ev": [-15.82, -16.72],
  "energy_ev": -26713.7289,
  "symbols": ["O", "C", "Pd", "O", "C", "C", "O", "C", "O", "C", "O", "C", "N", "C", "C", "C", "O", "H", "H", "H", "H", "H", "H", "H", "H", "H"],
  "coordinates": [[0.032, 2.994, -3.273], [0.066, 1.867, -2.995], [0.094, -0.283, -2.877], [0.050, -1.346, -5.810], [0.071, -0.938, -4.742], [0.101, -2.243, -1.986], [0.118, -3.288, -1.508], [-1.846, -0.107, -2.361], [-2.907, 0.064, -1.960], [1.994, -0.084, -2.351], [3.065, 0.052, -1.962], [-0.035, 0.155, 3.601], [-0.207, -0.224, 2.185], [-0.547, -1.610, 1.865], [-0.034, 0.635, 1.161], [0.456, 2.024, 1.405], [-0.289, 0.181, 0.014], [-0.286, -0.734, 4.174], [-0.736, 0.957, 3.902], [0.997, 0.473, 3.840], [-1.438, -1.595, 1.199], [0.334, -2.097, 1.380], [-0.771, -2.079, 2.832], [1.441, 2.211, 0.937], [-0.216, 2.708, 0.853], [0.495, 2.305, 2.475]],
  "forces_ev_per_angstrom": [[0.158, -4.803, 1.211], [-0.188, 5.596, -1.376], [-0.075, 0.233, 0.172], [0.068, 1.066, 2.875], [-0.092, -1.672, -5.259], [0.050, -4.048, 2.044], [-0.054, 3.294, -1.560], [-4.523, 0.609, 1.735], [2.942, -0.507, -1.233], [4.711, 0.510, 1.851], [-2.947, -0.382, -1.215], [-0.302, -0.391, 0.051], [0.014, -1.225, 1.957], [-0.268, -0.051, 0.518], [0.367, 0.989, -3.266], [-0.199, 0.785, 0.032], [0.340, 0.964, 2.260], [0.163, 0.167, 0.150], [0.277, -0.148, -0.415], [-0.335, -0.067, -0.395], [0.707, -0.236, 0.327], [-0.707, 0.310, 0.228], [0.032, -0.184, -0.631], [-0.277, -0.455, 0.297], [0.143, -0.266, 0.438], [-0.007, -0.090, -0.795]]
}